Entry from the Open Molecules 2025 dataset: a 15-piece molecular cluster, C36H74BCl28O7P2S overall (ωB97M-V/def2-TZVPD).

```
149
Properties=species:S:1:pos:R:3:mulliken_charge:R:1
C -0.816 -4.351 4.519 -1.7490
C -0.688 -3.199 3.553 1.3219
C -1.899 -2.244 3.595 -1.0732
C -1.511 -0.769 3.398 0.9957
C -1.752 -0.162 2.010 -1.5017
C -0.451 -0.012 1.252 2.0906
C 0.167 -1.284 0.615 -0.7412
C -0.717 -2.425 0.089 -1.1329
C -1.230 -2.206 -1.349 0.9022
C -2.545 -2.947 -1.691 0.0232
C -3.773 -2.049 -1.778 0.0859
O -4.942 -2.729 -1.280 -0.4558
C -5.506 -2.275 -0.150 0.8755
C -5.935 -3.379 0.757 -1.1748
O -5.697 -1.112 0.098 -0.5767
C -0.648 0.988 0.079 -1.6199
O 0.511 1.769 -0.007 -0.2824
P 1.158 2.119 1.566 -0.8156
S 1.991 2.586 3.716 -0.4359
C 1.744 3.815 0.796 -1.1437
O 3.058 3.768 0.103 -0.2610
C 2.973 3.815 -1.222 0.7716
C 3.478 2.606 -1.928 -1.0283
O 2.557 4.778 -1.835 -0.5597
B -0.458 3.048 2.251 1.6893
O -1.044 2.640 3.438 -0.4926
C -1.214 4.238 1.520 -0.5410
C -0.861 5.598 2.181 -0.5315
P 3.112 1.045 1.113 1.0492
C 4.545 1.830 1.963 -1.5024
C 3.044 -0.650 1.876 1.9605
C 4.428 -1.173 2.233 -1.9856
O 0.410 0.634 2.150 0.6269
H -1.601 -5.034 4.213 0.3529
H -1.035 -4.030 5.532 0.4919
H 0.102 -4.927 4.553 0.3866
H -0.671 -3.623 2.554 -0.6363
H 0.243 -2.659 3.667 -0.1139
H -2.314 -2.349 4.590 0.3099
H -2.617 -2.587 2.862 0.0463
H -0.488 -0.650 3.730 -1.0622
H -2.114 -0.191 4.097 0.2714
H -2.514 -0.703 1.463 0.4754
H -2.171 0.824 2.151 0.5049
H 0.777 -1.716 1.393 0.3625
H 0.773 -0.939 -0.213 0.5004
H -0.078 -3.302 0.054 -0.0048
H -1.543 -2.699 0.723 0.2605
H -0.518 -2.642 -2.035 -0.7752
H -1.406 -1.165 -1.570 0.0081
H -2.427 -3.418 -2.655 -0.4331
H -2.777 -3.722 -0.969 0.4495
H -3.957 -1.859 -2.825 -0.6368
H -3.606 -1.078 -1.334 0.6462
H -5.086 -3.858 1.224 0.2406
H -6.556 -2.951 1.511 0.3792
H -6.491 -4.124 0.206 0.3443
H -1.587 1.551 0.098 -0.1365
H -0.673 0.515 -0.897 0.3524
H 2.548 3.785 3.514 0.1379
H 1.766 4.615 1.521 0.4596
H 1.041 4.003 0.009 0.5379
H 4.491 2.426 -1.589 0.3879
H 3.539 2.806 -2.986 0.4412
H 2.887 1.737 -1.684 0.1628
H -1.326 3.411 3.942 -0.2456
H -1.068 4.260 0.449 0.3401
H -2.275 4.079 1.698 0.3492
H -1.709 6.258 2.291 0.2878
H -0.479 5.413 3.169 0.0988
H -0.042 6.054 1.651 -0.4664
H 5.407 1.548 1.374 0.4585
H 4.726 1.468 2.963 0.3911
H 4.510 2.902 1.913 0.5226
H 2.662 -1.306 1.116 -0.9837
H 2.456 -0.653 2.785 -0.5966
H 5.142 -1.014 1.439 0.3223
H 4.795 -0.718 3.141 0.4609
H 4.356 -2.233 2.446 0.4729
C -1.178 -5.155 -5.224 -0.5555
Cl -2.606 -4.191 -5.615 -0.1147
Cl -0.060 -4.232 -4.207 -0.0902
H -1.487 -6.045 -4.690 0.3116
H -0.674 -5.421 -6.145 0.4031
C 2.235 -1.367 -5.200 -0.4040
Cl 1.756 -1.491 -3.506 0.0641
Cl 3.866 -1.989 -5.474 -0.1873
H 1.539 -1.947 -5.796 0.2418
H 2.205 -0.325 -5.492 0.3034
C 2.357 7.652 -1.471 0.1053
Cl 2.837 9.363 -1.516 -0.2266
Cl 1.084 7.354 -0.290 -0.1324
H 1.992 7.367 -2.449 0.1151
H 3.217 7.054 -1.204 0.1048
C -4.822 -0.609 -5.331 0.4034
Cl -3.861 -1.054 -6.749 -0.2039
Cl -3.859 0.291 -4.169 -0.1173
H -5.656 0.001 -5.652 -0.3852
H -5.185 -1.514 -4.854 0.2811
C 4.259 -3.423 -1.097 -0.4170
Cl 4.888 -1.777 -0.927 -0.0933
Cl 3.181 -3.875 0.232 -0.0418
H 3.702 -3.483 -2.025 0.0856
H 5.094 -4.114 -1.114 0.4830
C 2.176 -7.497 1.499 -0.4284
Cl 1.039 -6.180 1.789 0.0400
Cl 3.854 -6.985 1.729 -0.1592
H 1.961 -8.299 2.195 0.3428
H 2.053 -7.842 0.478 0.2055
C 0.358 1.153 5.896 0.8267
Cl -0.720 0.732 7.253 -0.2383
Cl 1.191 -0.254 5.256 -0.1200
H -0.234 1.579 5.094 -0.7687
H 1.096 1.865 6.243 0.4561
C -4.792 0.048 6.274 -0.2581
Cl -4.462 0.652 4.649 -0.0660
Cl -4.811 -1.722 6.341 -0.1776
H -4.017 0.409 6.940 0.1859
H -5.762 0.412 6.589 0.3449
C 7.986 3.769 1.982 -0.3672
Cl 7.892 2.042 2.342 -0.1297
Cl 6.734 4.284 0.845 -0.0565
H 7.862 4.322 2.905 0.2671
H 8.955 3.977 1.545 0.3145
C 0.778 -6.132 -2.255 1.7288
Cl -0.348 -6.733 -1.036 -0.1835
Cl 1.552 -7.453 -3.149 -0.2219
H 0.236 -5.511 -2.955 -1.0027
H 1.548 -5.556 -1.752 -0.3757
C -2.825 7.383 4.984 -0.2985
Cl -2.024 5.819 5.124 -0.0579
Cl -2.452 8.448 6.347 -0.1793
H -2.489 7.859 4.070 0.2348
H -3.896 7.222 4.955 0.3273
C -8.601 0.598 -6.006 -0.2569
Cl -7.643 0.148 -7.428 -0.1484
Cl -7.643 1.510 -4.834 -0.1264
H -9.434 1.210 -6.328 0.2982
H -8.963 -0.306 -5.532 0.2566
C 4.748 -1.426 -9.376 -0.2767
Cl 3.436 -2.597 -9.186 -0.1389
Cl 4.612 -0.079 -8.243 -0.1272
H 5.690 -1.930 -9.201 0.2475
H 4.711 -1.033 -10.384 0.2959
C 0.385 4.180 -4.122 0.5759
Cl -1.090 3.243 -3.846 -0.1022
Cl 0.037 5.901 -4.365 -0.2050
H 1.033 4.084 -3.258 -0.6059
H 0.874 3.802 -5.011 0.2846
```

Results
2S+1 = 1
Net charge = -1
Molar mass = 1716.49 g mol⁻¹
Frontier orbital gap = 0.1878 hartree